{"formula": "C8H10NO2", "method": "wB97M-V/def2-TZVPD", "elements": ["C", "C", "C", "C", "C", "C", "C", "C", "N", "O", "O", "H", "H", "H", "H", "H", "H", "H", "H", "H", "H"], "coordinates": [[1.9192, 1.7038, 0.3652], [3.8356, -0.5334, -0.3121], [0.5942, 0.0693, -0.9983], [1.6034, 0.4271, -0.0111], [0.2955, -0.1443, 0.5083], [-0.2606, 1.0133, -1.7369], [0.1924, -1.5277, 1.0692], [-0.7587, 0.7816, 1.3000], [2.2370, 2.7694, 0.6950], [3.8023, -0.8196, -1.4744], [4.4880, -0.4117, 0.6851], [0.8798, -0.8725, -1.4932], [0.3566, 1.9426, -1.6047], [-1.1710, 1.2412, -1.2910], [-0.4567, 0.7937, -2.7782], [0.5878, -1.7020, 2.0721], [0.7594, -2.3235, 0.4977], [-0.8294, -1.7825, 0.9912], [-1.7438, 0.2995, 1.3311], [-0.7269, 1.7996, 0.7570], [-0.4570, 0.8930, 2.3786]], "homo_energy_ev": -3.362, "charge": -1, "e_above_lowest_kcal_mol": 14.3, "e_lumo_ev": 3.6, "orbital_gap_ev": 7.0, "multiplicity": 1}


{"formula": "C41H61I2N2O5SSc", "method": "wB97M-V/def2-TZVPD", "elements": ["Sc", "C", "C", "C", "C", "C", "C", "C", "N", "C", "C", "C", "C", "C", "C", "O", "C", "C", "C", "C", "C", "C", "C", "C", "C", "O", "C", "C", "C", "C", "C", "C", "H", "H", "H", "H", "H", "H", "H", "H", "H", "H", "H", "H", "H", "H", "H", "H", "H", "H", "H", "H", "H", "H", "H", "H", "H", "H", "H", "H", "H", "H", "H", "H", "H", "H", "H", "H", "H", "H", "H", "H", "O", "S", "C", "C", "C", "C", "H", "H", "H", "H", "H", "H", "H", "H", "I", "I", "O", "N", "C", "C", "C", "C", "C", "H", "H", "H", "H", "H", "C", "C", "C", "O", "C", "H", "H", "H", "H", "H", "H", "H", "H"], "coordinates": [[0.8438, -1.8060, -0.6160], [-0.8250, 4.4109, 3.4046], [-1.8379, 3.3133, 3.0500], [-2.6402, 2.9442, 4.3053], [-2.7980, 3.8684, 1.9992], [-1.0879, 2.0816, 2.5363], [-1.2528, 1.5814, 1.2641], [-0.5117, 0.4583, 0.8386], [-0.5326, -0.1288, -0.4016], [-1.1342, 0.2981, -1.5456], [-1.6175, 1.5912, -1.8157], [-2.3399, 1.8319, -2.9567], [-2.6235, 0.7326, -3.7885], [-2.1242, -0.5553, -3.6055], [-1.2497, -0.7395, -2.5184], [-0.5793, -1.8623, -2.2628], [-2.5899, -1.7073, -4.5113], [-3.7011, -1.2553, -5.4607], [-3.1605, -2.8342, -3.6342], [-1.4495, -2.2671, -5.3707], [-2.8196, 3.2526, -3.2642], [-3.6589, 3.3129, -4.5403], [-3.6722, 3.7742, -2.0987], [-1.5964, 4.1626, -3.4404], [0.3376, -0.2347, 1.7478], [0.9383, -1.3310, 1.2730], [0.5346, 0.2746, 3.0374], [-0.1783, 1.4222, 3.3765], [1.4635, -0.3230, 4.1119], [2.5194, 0.7237, 4.4961], [0.6292, -0.6859, 5.3492], [2.2140, -1.5871, 3.6811], [-1.3420, 5.3014, 3.7717], [-0.2402, 4.6966, 2.5259], [-0.1306, 4.0859, 4.1831], [-3.1805, 3.8181, 4.6776], [-1.9954, 2.5861, 5.1112], [-3.3700, 2.1611, 4.0852], [-3.3263, 4.7324, 2.4075], [-3.5496, 3.1326, 1.7006], [-2.2667, 4.2026, 1.1029], [-1.9842, 2.0133, 0.6022], [-1.3711, 2.4024, -1.1470], [-3.2631, 0.9042, -4.6407], [-4.5599, -0.8406, -4.9273], [-4.0488, -2.1242, -6.0224], [-3.3527, -0.5159, -6.1863], [-4.0218, -2.4798, -3.0606], [-2.4096, -3.2131, -2.9410], [-3.4929, -3.6626, -4.2660], [-0.8687, -1.4682, -5.8383], [-1.8625, -2.8943, -6.1653], [-0.7788, -2.8891, -4.7867], [-4.5610, 2.6999, -4.4655], [-3.0935, 2.9871, -5.4175], [-3.9742, 4.3437, -4.7155], [-4.5299, 3.1215, -1.9182], [-4.0474, 4.7760, -2.3240], [-3.0968, 3.8371, -1.1718], [-0.9605, 3.8069, -4.2549], [-0.9922, 4.1978, -2.5300], [-1.9109, 5.1835, -3.6735], [-0.0400, 1.8233, 4.3753], [2.0710, 1.6491, 4.8612], [3.1506, 0.9730, 3.6369], [3.1666, 0.3328, 5.2855], [0.1497, 0.1875, 5.7946], [1.2669, -1.1396, 6.1126], [-0.1558, -1.4011, 5.0898], [2.8479, -1.4137, 2.8114], [1.5300, -2.4022, 3.4354], [2.8466, -1.9031, 4.5160], [2.1349, -0.2382, -1.2180], [2.2770, 1.2818, -1.1892], [3.9266, 1.6344, -1.7890], [4.3993, 2.7981, -0.9291], [4.0654, 2.4180, 0.5183], [2.6836, 1.7418, 0.5181], [3.8758, 1.8431, -2.8560], [4.4942, 0.7159, -1.6170], [3.8728, 3.7135, -1.2149], [5.4615, 2.9813, -1.0797], [4.0676, 3.2913, 1.1671], [4.8136, 1.7247, 0.9025], [1.8771, 2.3748, 0.8870], [2.6474, 0.7982, 1.0628], [1.5075, -2.8792, -3.3052], [3.8356, -4.1120, -3.8829], [2.6581, -2.9506, -0.2433], [3.7719, -3.2773, 0.3477], [4.9237, -3.1232, -0.3350], [6.1239, -3.4785, 0.2384], [6.1487, -3.9863, 1.5269], [4.9524, -4.1122, 2.2147], [3.7694, -3.7453, 1.6112], [4.8033, -2.7336, -1.3330], [7.0280, -3.3551, -0.3423], [7.0824, -4.2802, 1.9858], [4.9173, -4.4876, 3.2281], [2.8033, -3.7910, 2.0825], [-2.1486, -3.3953, 1.5449], [-1.2123, -4.5081, 2.0317], [-0.0147, -4.4223, 1.0767], [-0.4274, -3.5453, -0.0010], [-1.8655, -3.3682, 0.0639], [-1.8773, -2.4364, 1.9907], [-3.1967, -3.5981, 1.7589], [-1.7001, -5.4798, 1.9571], [-0.9036, -4.3649, 3.0662], [0.2715, -5.3798, 0.6470], [0.8475, -3.9560, 1.5408], [-2.3388, -4.1978, -0.4634], [-2.1082, -2.4402, -0.4438]], "homo_energy_ev": [-9.249, -9.749], "charge": 1, "e_above_lowest_kcal_mol": 14.0, "e_lumo_ev": [-3.0, -3.9], "s2": 0.79, "orbital_gap_ev": [6.3, 5.9], "multiplicity": 2}


{"formula": "C3H13NSi2", "method": "wB97M-V/def2-TZVPD", "elements": ["C", "C", "C", "N", "Si", "Si", "H", "H", "H", "H", "H", "H", "H", "H", "H", "H", "H", "H", "H"], "coordinates": [[0.6536, -0.9930, 0.7312], [1.4093, 0.3682, -1.2460], [-1.6013, 1.1829, 1.9664], [0.8815, -0.8335, -0.7234], [-1.3879, 2.8027, 1.2837], [0.1927, -2.1182, -1.7009], [0.0154, -0.2433, 1.1465], [0.0901, -1.8884, 1.0308], [1.5766, -0.9864, 1.3063], [0.9956, 0.5241, -2.2005], [1.1584, 1.1647, -0.5832], [2.4660, 0.1928, -1.3118], [-2.6955, 1.0341, 2.1543], [-0.9036, 0.5184, 2.4784], [-0.1237, 3.3078, 0.7100], [-0.6172, -3.0757, -1.0275], [-2.7335, 3.7031, 1.1590], [1.2331, -3.0019, -2.3231], [-0.6095, -1.6585, -2.8501]], "homo_energy_ev": -8.284, "e_above_lowest_kcal_mol": 107.3, "smiles": "CN(C)[SiH3].C=[SiH2]", "e_lumo_ev": 0.0, "orbital_gap_ev": 8.3, "multiplicity": 1}


Q: Look up the multiplicity of the third one.
A: 1


Repeat the third record exactly.
{"formula": "C3H13NSi2", "method": "wB97M-V/def2-TZVPD", "elements": ["C", "C", "C", "N", "Si", "Si", "H", "H", "H", "H", "H", "H", "H", "H", "H", "H", "H", "H", "H"], "coordinates": [[0.6536, -0.9930, 0.7312], [1.4093, 0.3682, -1.2460], [-1.6013, 1.1829, 1.9664], [0.8815, -0.8335, -0.7234], [-1.3879, 2.8027, 1.2837], [0.1927, -2.1182, -1.7009], [0.0154, -0.2433, 1.1465], [0.0901, -1.8884, 1.0308], [1.5766, -0.9864, 1.3063], [0.9956, 0.5241, -2.2005], [1.1584, 1.1647, -0.5832], [2.4660, 0.1928, -1.3118], [-2.6955, 1.0341, 2.1543], [-0.9036, 0.5184, 2.4784], [-0.1237, 3.3078, 0.7100], [-0.6172, -3.0757, -1.0275], [-2.7335, 3.7031, 1.1590], [1.2331, -3.0019, -2.3231], [-0.6095, -1.6585, -2.8501]], "homo_energy_ev": -8.284, "e_above_lowest_kcal_mol": 107.3, "smiles": "CN(C)[SiH3].C=[SiH2]", "e_lumo_ev": 0.0, "orbital_gap_ev": 8.3, "multiplicity": 1}


Q: What is the formula in the third record?
A: C3H13NSi2